Computed, not measured: a cluster of 12 separate species, C10H44O17 in total at a distorted geometry, with ωB97M-V/def2-TZVPD.

**SMILES**: OCCO.OCCO.OCCO.OCCO.OCCO.O.O.O.O.O.O.O
**Net charge**: 0
**Energy above the lowest of the compared OMol25 structures with the same formula, charge and spin**: 320.96 kJ/mol
**Largest force on an atom**: 4.9 eV/Å

Atoms and positions in Å:
O (26.85, 0.46, -14.09)
H (27.13, 0.41, -15.00)
H (26.15, -0.19, -13.93)
O (26.09, 2.96, -13.92)
H (26.63, 3.48, -14.57)
H (26.26, 2.00, -14.05)
O (31.50, 7.27, -12.82)
H (31.20, 7.56, -11.96)
H (31.68, 6.40, -12.62)
O (26.77, 1.95, -11.42)
H (26.47, 2.45, -12.18)
H (26.28, 1.10, -11.37)
O (27.92, 4.53, -15.68)
H (28.71, 4.53, -15.16)
H (27.43, 5.40, -15.61)
O (28.80, 2.52, -17.00)
H (28.77, 1.63, -16.67)
H (28.23, 3.16, -16.57)
O (29.38, -0.98, -10.59)
H (29.78, -1.37, -11.37)
H (30.00, -0.78, -9.90)
C (31.33, -2.78, -13.23)
C (30.46, -2.26, -14.35)
O (29.16, -1.89, -13.85)
O (30.63, -3.76, -12.49)
H (31.55, -1.99, -12.50)
H (32.35, -3.12, -13.49)
H (30.40, -2.93, -15.27)
H (30.77, -1.37, -14.76)
H (28.88, -2.76, -13.58)
H (30.81, -4.62, -12.83)
C (27.53, 5.01, -11.85)
C (27.77, 6.41, -11.44)
O (26.75, 7.14, -12.14)
O (28.44, 4.21, -11.13)
H (27.53, 4.70, -12.92)
H (26.44, 4.74, -11.51)
H (28.75, 6.74, -11.79)
H (27.71, 6.59, -10.41)
H (27.04, 7.58, -12.97)
H (27.95, 3.38, -10.98)
C (28.86, -2.30, -17.76)
C (29.31, -0.83, -17.58)
O (28.56, -0.23, -16.48)
O (29.50, -2.84, -18.93)
H (27.77, -2.35, -17.78)
H (29.13, -2.93, -16.94)
H (28.92, -0.26, -18.38)
H (30.43, -0.79, -17.48)
H (28.73, -0.71, -15.64)
H (29.39, -2.32, -19.70)
C (31.22, 2.58, -10.60)
C (31.73, 3.99, -10.59)
O (31.09, 4.76, -11.51)
O (32.19, 1.80, -10.00)
H (31.12, 2.02, -11.54)
H (30.31, 2.46, -10.07)
H (32.71, 3.91, -10.67)
H (31.53, 4.36, -9.60)
H (30.12, 4.75, -11.41)
H (31.92, 0.87, -9.81)
C (29.44, 2.18, -13.74)
C (30.63, 2.98, -14.32)
O (30.14, 4.29, -14.29)
O (29.64, 0.80, -13.46)
H (28.61, 2.12, -14.51)
H (28.91, 2.50, -12.80)
H (31.05, 2.65, -15.26)
H (31.43, 2.84, -13.66)
H (30.86, 4.92, -14.44)
H (28.81, 0.42, -13.29)


Computed, not measured: a cluster of 2 separate species, C5H14N2O in total at a distorted geometry, with ωB97M-V/def2-TZVPD.

**Net charge**: 0
**Energy above the lowest of the compared OMol25 structures with the same formula, charge and spin**: 510.21 kJ/mol
**Largest force on an atom**: 4.4 eV/Å

Atoms and positions in Å:
C (-0.25, 2.26, 0.70)
C (-2.17, 0.88, 1.60)
C (1.81, -0.28, -1.53)
C (0.50, -2.40, -0.91)
C (-1.27, 1.22, 0.47)
N (1.15, -0.67, 0.71)
N (0.79, -0.94, -0.58)
O (-1.26, 0.57, -0.55)
H (0.04, 2.83, -0.17)
H (0.61, 1.78, 1.14)
H (-0.64, 3.04, 1.56)
H (-2.69, 1.91, 1.78)
H (-1.67, 0.50, 2.41)
H (-2.87, 0.12, 1.24)
H (1.26, 0.55, -1.98)
H (2.65, 0.02, -0.88)
H (2.05, -1.09, -2.27)
H (1.38, -3.07, -0.85)
H (-0.33, -2.82, -0.25)
H (0.37, -2.45, -2.09)
H (0.67, -1.46, 1.24)
H (-0.12, -0.50, -0.79)


Computed, not measured: a cluster of 13 separate species, C46H68N10O3 in total at a distorted geometry, with ωB97M-V/def2-TZVPD.

**Net charge**: 0
**Energy above the lowest of the compared OMol25 structures with the same formula, charge and spin**: 0.00 kJ/mol
**Largest force on an atom**: 1.8 eV/Å

Atoms and positions in Å:
N (1.22, -0.87, 0.17)
C (0.50, -0.10, 1.04)
C (-0.67, 0.27, 0.45)
C (-0.67, -0.27, -0.88)
C (0.51, -0.97, -1.00)
H (2.14, -1.26, 0.31)
H (0.97, 0.09, 1.99)
H (-1.49, 0.81, 0.90)
H (-1.54, -0.20, -1.50)
H (0.88, -1.58, -1.81)
N (-0.55, 4.14, 2.46)
C (-1.16, 3.48, 1.43)
C (-2.49, 3.83, 1.40)
C (-2.71, 4.64, 2.54)
C (-1.51, 4.81, 3.18)
H (0.43, 4.11, 2.71)
H (-0.54, 2.89, 0.78)
H (-3.26, 3.48, 0.72)
H (-3.60, 5.11, 2.93)
H (-1.23, 5.33, 4.08)
N (-2.29, 0.05, 4.38)
C (-1.94, -0.75, 5.46)
C (-0.61, -0.47, 5.69)
C (-0.12, 0.48, 4.77)
C (-1.20, 0.72, 3.93)
H (-3.21, 0.12, 3.98)
H (-2.61, -1.29, 6.10)
H (-0.04, -0.90, 6.51)
H (0.85, 0.94, 4.73)
H (-1.29, 1.47, 3.15)
N (4.08, -0.42, 2.16)
C (4.86, 0.14, 1.19)
C (4.98, -0.74, 0.13)
C (4.30, -1.92, 0.54)
C (3.74, -1.68, 1.77)
H (3.86, 0.05, 3.02)
H (5.23, 1.15, 1.30)
H (5.56, -0.58, -0.77)
H (4.22, -2.85, 0.00)
H (3.12, -2.32, 2.37)
N (1.31, 2.07, -1.62)
C (2.67, 2.07, -1.74)
C (3.06, 3.39, -1.93)
C (1.88, 4.18, -1.92)
C (0.83, 3.34, -1.66)
H (0.74, 1.28, -1.35)
H (3.28, 1.19, -1.58)
H (4.09, 3.70, -2.01)
H (1.80, 5.26, -1.91)
H (-0.24, 3.43, -1.55)
N (-4.81, -2.90, -2.68)
C (-3.55, -3.41, -2.94)
C (-2.71, -2.95, -1.96)
C (-3.48, -2.17, -1.05)
C (-4.76, -2.12, -1.57)
H (-5.57, -3.06, -3.31)
H (-3.50, -3.94, -3.87)
H (-1.65, -3.15, -1.89)
H (-3.07, -1.64, -0.21)
H (-5.59, -1.53, -1.20)
N (-0.08, 0.06, -5.62)
C (-0.30, -0.63, -4.45)
C (-0.38, -1.97, -4.75)
C (-0.15, -2.11, -6.15)
C (0.04, -0.85, -6.64)
H (-0.02, 1.05, -5.69)
H (-0.34, -0.15, -3.48)
H (-0.48, -2.76, -4.02)
H (-0.13, -3.02, -6.73)
H (0.21, -0.38, -7.59)
N (-0.33, -2.57, 3.33)
C (-0.32, -2.96, 2.03)
C (0.67, -3.91, 1.86)
C (1.25, -4.10, 3.13)
C (0.57, -3.32, 4.05)
H (-0.88, -1.84, 3.77)
H (-1.03, -2.55, 1.34)
H (0.90, -4.35, 0.90)
H (2.00, -4.83, 3.38)
H (0.76, -3.13, 5.09)
N (-5.84, 0.45, 4.13)
C (-6.01, -0.43, 3.08)
C (-5.14, -0.07, 2.10)
C (-4.53, 1.14, 2.49)
C (-4.99, 1.47, 3.73)
H (-6.30, 0.45, 5.02)
H (-6.74, -1.22, 3.14)
H (-5.10, -0.60, 1.16)
H (-3.88, 1.78, 1.91)
H (-4.87, 2.35, 4.35)
N (2.45, 3.85, 1.21)
C (2.59, 4.84, 2.16)
C (2.65, 4.26, 3.39)
C (2.55, 2.86, 3.20)
C (2.54, 2.64, 1.85)
H (2.48, 3.98, 0.20)
H (2.86, 5.83, 1.83)
H (2.69, 4.90, 4.25)
H (2.49, 2.15, 4.01)
H (2.51, 1.75, 1.25)
C (4.93, -0.36, -3.96)
C (3.47, -0.13, -4.19)
O (2.97, -0.95, -5.22)
H (5.12, -1.43, -3.81)
H (5.31, 0.05, -3.02)
H (5.56, -0.16, -4.82)
H (3.27, 0.94, -4.36)
H (2.87, -0.34, -3.29)
H (2.01, -0.92, -5.25)
C (3.06, -3.91, -2.29)
C (3.41, -5.27, -1.73)
O (2.26, -5.76, -1.04)
H (2.40, -3.45, -1.54)
H (2.50, -3.96, -3.23)
H (3.91, -3.25, -2.45)
H (4.22, -5.21, -1.00)
H (3.71, -5.92, -2.56)
H (2.38, -6.67, -0.77)
C (-4.51, 1.58, -1.38)
C (-3.54, 2.39, -2.21)
O (-2.62, 1.53, -2.91)
H (-4.04, 0.93, -0.65)
H (-5.11, 0.92, -2.02)
H (-5.27, 2.19, -0.87)
H (-2.92, 2.93, -1.50)
H (-4.02, 3.06, -2.93)
H (-3.13, 1.12, -3.61)


Computed, not measured: a structure of composition C22H39AsBeN10O3S, with ωB97M-V/def2-TZVPD.

**Net charge**: +2
**Energy above the lowest of the compared OMol25 structures with the same formula, charge and spin**: 0.00 kJ/mol
**Largest force on an atom**: 0.4 eV/Å

Atoms and positions in Å:
Be (-0.87, -0.31, 0.26)
N (-2.09, -1.59, -0.27)
N (-3.29, -0.88, -0.45)
C (-3.16, 0.44, -0.71)
N (-4.19, 1.14, -1.12)
N (-1.91, 0.87, -0.46)
N (-1.49, 2.10, -0.92)
O (-0.29, 2.29, -0.80)
O (-2.27, 2.88, -1.41)
H (-1.78, -1.95, -1.17)
H (-2.24, -2.35, 0.39)
H (-4.13, -1.39, -0.71)
H (-5.07, 0.69, -1.33)
H (-4.05, 2.11, -1.35)
C (-1.06, 2.15, 2.49)
C (-1.01, 0.71, 2.84)
N (-0.96, -0.30, 1.97)
C (-0.92, -1.47, 2.72)
C (-0.95, -1.16, 4.03)
N (-1.01, 0.22, 4.09)
C (-0.95, 0.95, 5.37)
N (0.28, 0.68, 6.03)
N (0.25, 0.06, 7.25)
N (1.44, -0.05, 7.69)
C (2.31, 0.51, 6.76)
C (3.70, 0.64, 6.80)
C (4.30, 1.25, 5.73)
C (3.54, 1.71, 4.63)
C (2.17, 1.59, 4.58)
C (1.57, 0.99, 5.69)
H (-0.49, 2.34, 1.58)
H (-0.65, 2.78, 3.28)
H (-2.09, 2.47, 2.32)
H (-0.83, -2.44, 2.27)
H (-0.92, -1.77, 4.92)
H (-1.74, 0.58, 6.02)
H (-1.10, 2.01, 5.18)
H (4.26, 0.28, 7.65)
H (5.37, 1.38, 5.71)
H (4.06, 2.20, 3.81)
H (1.60, 1.97, 3.74)
O (0.56, -0.61, -0.26)
S (1.58, -0.10, -1.32)
C (2.53, 1.11, -0.38)
C (3.60, 0.33, 0.37)
C (4.11, -0.70, -0.63)
C (2.87, -1.36, -1.23)
H (1.80, 1.66, 0.22)
H (2.96, 1.80, -1.11)
H (3.17, -0.16, 1.25)
H (4.39, 1.00, 0.71)
H (4.76, -1.44, -0.18)
H (4.68, -0.20, -1.42)
H (2.44, -2.11, -0.56)
H (3.02, -1.80, -2.22)
C (-0.99, 1.72, -4.73)
C (-0.40, 0.32, -4.86)
As (-1.22, -0.91, -3.58)
C (-0.31, -2.62, -3.97)
C (0.56, -2.67, -5.23)
C (-2.95, -1.25, -4.45)
C (-2.95, -1.45, -5.96)
H (-0.54, 2.40, -5.44)
H (-0.83, 2.13, -3.73)
H (-2.07, 1.72, -4.92)
H (0.67, 0.33, -4.66)
H (-0.54, -0.08, -5.86)
H (-1.10, -3.38, -4.03)
H (0.30, -2.87, -3.10)
H (-0.01, -2.47, -6.13)
H (1.01, -3.66, -5.34)
H (1.37, -1.94, -5.19)
H (-3.61, -0.42, -4.17)
H (-3.35, -2.14, -3.95)
H (-2.68, -0.54, -6.48)
H (-3.94, -1.74, -6.31)
H (-2.25, -2.23, -6.26)